No. 1
Computed, not measured: a molecular structure, C15H31BCuF4P2, with the ωB97M-V functional and the def2-TZVPD basis.

Results
**Lowest unoccupied orbital energy (spin up / spin down)**: -0.135 / -1.319 eV
**HOMO level (spin up / spin down)**: -0.32176 / -0.32779 hartree
**Multiplicity**: 2
**HOMO-LUMO gap (spin up / spin down)**: 8.6 / 7.6 eV
**Energy relative to the best compared isomer or geometry (same formula, charge and spin)**: 0.000 eV
**Max |F|**: 2.59 eV/A

```
54
Properties=species:S:1:pos:R:3:lowdin_spin:R:1
Cu 0.259 -0.280 -0.186 0.4003
P 0.106 1.662 -5.844 0.0000
P 0.057 -1.370 -5.978 0.0007
F -1.054 -0.226 3.468 0.0004
F -0.593 0.792 1.375 0.0484
F 1.132 0.440 2.958 0.0012
F -0.515 2.037 3.368 0.0014
C -1.496 2.435 -6.378 0.0000
C 0.497 -1.506 -2.280 0.0257
C -1.914 -0.702 -2.601 0.0084
C -0.856 -1.646 -2.173 0.0820
C -0.989 -2.769 -6.531 0.0000
C 0.680 1.355 -1.488 0.0054
C 1.681 0.766 -2.455 0.0034
C -0.693 1.351 -1.599 -0.0062
C 1.661 -2.039 -6.615 0.0000
C 1.228 -0.532 -3.135 -0.0021
C 0.474 -1.923 0.828 0.3435
C -1.544 0.803 -2.701 -0.0005
C 0.335 0.912 -7.562 0.0000
C -0.256 -0.482 -7.601 0.0002
C 1.154 3.092 -6.381 0.0000
B -0.231 0.754 2.896 0.0032
H -0.903 -3.604 -5.825 0.0000
H 2.009 -2.855 -5.972 0.0000
H 2.601 0.548 -1.894 0.0011
H 0.644 -2.772 0.159 0.0228
H -2.338 -1.054 -3.553 0.0037
H 1.286 -1.720 1.524 0.0315
H -1.230 -2.595 -1.752 0.0016
H -0.492 -1.978 1.352 0.0214
H 2.189 2.756 -6.545 0.0000
H -1.341 -0.473 -7.782 0.0000
H -1.071 1.026 -3.662 -0.0001
H -1.347 2.889 -7.362 0.0000
H 0.750 3.488 -7.323 0.0000
H -2.750 -0.782 -1.894 0.0013
H 2.113 -1.034 -3.567 -0.0005
H -0.170 1.556 -8.295 0.0000
H -0.635 -3.076 -7.522 0.0000
H -2.283 1.676 -6.445 0.0000
H 1.407 0.914 -7.812 0.0000
H 1.468 -2.433 -7.618 0.0000
H 0.577 -0.284 -3.981 0.0001
H -1.783 3.216 -5.667 0.0000
H 1.137 3.878 -5.611 0.0000
H 1.136 -2.234 -1.784 0.0005
H 2.419 -1.249 -6.674 0.0000
H 0.209 -1.076 -8.399 0.0000
H 1.086 2.125 -0.802 0.0008
H -2.496 1.365 -2.664 -0.0001
H -1.253 1.967 -0.882 0.0001
H 1.958 1.547 -3.191 0.0003
H -2.034 -2.441 -6.601 0.0000
```



No. 2
Computed, not measured: a molecular structure, C23H25ClN2PTl, with the ωB97M-V functional and the def2-TZVPD basis.

Results
**Lowest unoccupied orbital energy**: -10.170 eV
**HOMO level**: -0.54908 hartree
**HOMO-LUMO gap**: 4.8 eV
**Net charge**: +2
**Max |F|**: 3.42 eV/A

```
53
Properties=species:S:1:pos:R:3:mulliken_charge:R:1
Tl -2.307 -0.774 0.483 1.0768
Cl -4.515 -0.037 1.687 -0.3492
P -0.125 -0.013 -1.181 0.5742
N -2.180 0.671 3.404 0.0806
N -1.456 -0.273 2.745 -0.3765
C 0.526 1.674 -1.231 0.4772
C 3.662 -1.539 -0.639 -0.7323
C -0.685 -1.558 -4.978 -0.7113
C 3.395 -2.906 -0.488 -0.4666
C -1.899 -0.953 -5.336 -0.4325
C 1.025 -2.492 -0.807 -0.2769
C -1.832 0.395 -3.328 -0.5157
C 2.623 -0.630 -0.859 -0.4608
C 1.409 2.101 -2.238 -0.1795
C -1.513 -0.764 4.930 -0.9618
C -2.770 1.387 5.688 -1.1129
C 2.074 -3.384 -0.564 -0.8316
C 0.451 3.914 -0.300 -0.5836
C -2.192 0.441 4.736 0.6152
C 0.081 2.569 -0.228 -0.3747
C -0.684 -0.305 -2.902 0.5394
C 1.308 -1.109 -0.967 0.5913
C -1.108 -1.203 3.661 0.6725
C -0.066 -1.218 -3.771 -0.1187
C 1.783 3.448 -2.286 -0.7123
C 1.288 4.358 -1.340 -0.5183
C -0.520 -2.497 3.288 -0.9186
C -2.445 0.065 -4.536 -0.6810
H -2.900 1.201 2.904 0.2616
H -3.335 0.604 -4.860 0.4255
H 1.557 5.418 -1.395 0.4166
H 0.394 -2.662 3.877 0.3553
H 4.528 1.352 1.821 0.0517
H 2.457 3.782 -3.081 0.4119
H 2.816 0.444 -0.925 0.5207
H -0.265 -2.538 2.224 0.0769
H -2.244 1.192 -2.706 0.3790
H 4.756 0.636 1.847 -0.0478
H -3.561 0.890 6.268 0.3333
H 4.211 -3.613 -0.315 0.4282
H -3.199 2.264 5.175 0.3053
H 0.084 4.622 0.452 0.4108
H -0.580 2.199 0.569 0.1977
H 1.857 -4.453 -0.436 0.4323
H -1.991 1.714 6.393 0.2996
H -1.210 -3.327 3.516 0.2850
H 4.685 -1.168 -0.572 0.4837
H -0.213 -2.288 -5.640 0.4186
H -1.424 -1.291 5.864 0.4431
H 1.773 1.399 -2.998 0.5002
H -0.017 -2.851 -0.855 0.4337
H -2.399 -1.233 -6.263 0.4181
H 0.893 -1.660 -3.507 0.4472
```



No. 3
Computed, not measured: 15 unconnected molecules or ions with the total composition C60H165N15O15, with the ωB97M-V functional and the def2-TZVPD basis.

Results
**Lowest unoccupied orbital energy**: 0.523 eV
**HOMO level**: -0.31111 hartree
**HOMO-LUMO gap**: 9.0 eV
**Energy relative to the best compared isomer or geometry (same formula, charge and spin)**: 2.207 eV
**Max |F|**: 2.89 eV/A

```
255
Properties=species:S:1:pos:R:3:mulliken_charge:R:1
O 0.360 -4.261 0.094 -0.0189
O -1.636 2.176 -4.468 -0.4094
O -3.454 -2.512 2.167 0.3992
O 0.247 0.630 -1.442 0.9194
O 8.212 -0.614 -1.957 -0.4041
O 2.450 -3.037 3.926 -0.4498
O -5.396 2.952 -0.984 -0.2155
O 0.965 3.037 6.308 -0.4226
O 1.375 -2.927 9.090 -0.3433
O -5.737 -2.813 -4.649 -0.4148
O 6.282 2.471 2.860 -0.4508
O -2.644 5.182 -0.933 0.3182
O -8.868 -1.697 3.432 -0.3099
O 2.058 4.964 -3.110 0.2269
O 5.980 -1.811 -5.694 -0.1868
N 5.999 -2.088 3.733 -0.5589
N 0.841 -2.180 -2.984 0.0427
N -1.145 -1.370 -5.351 0.0762
N -4.116 -5.126 -5.037 -0.7226
N -7.945 -2.806 0.073 -0.7123
N -1.379 0.787 1.814 0.1473
N 0.269 5.078 -6.375 -0.7840
N -1.207 7.306 0.307 -0.7521
N 0.258 -2.117 5.709 0.1581
N -2.380 -3.548 5.682 -0.5256
N 7.208 1.828 -2.802 -0.7863
N 1.263 0.463 3.770 1.1170
N -3.367 3.021 1.111 -0.2667
N 2.329 -2.302 -5.973 -0.4704
N 6.036 0.162 1.253 -0.4535
C 6.904 -0.568 -2.603 -0.7108
C 0.193 -3.204 -0.840 1.1528
C -4.083 -3.648 1.651 -1.0134
C -1.558 5.893 -1.627 -0.6299
C 4.966 0.912 -3.140 -0.6609
C 1.768 5.456 -4.396 -1.3811
C 0.791 -3.167 7.838 -1.0187
C 3.540 -0.215 -6.327 -0.9866
C 3.638 -2.680 3.239 -0.3053
C -2.239 -0.320 -0.284 0.4778
C -1.752 0.575 -6.813 -1.7974
C 1.599 -3.791 3.065 -0.4633
C -5.582 1.755 -1.706 -0.2136
C -2.313 2.887 -3.488 -0.2363
C -5.940 -1.530 -5.218 -0.5083
C 0.513 -1.854 7.154 1.0884
C -4.324 -2.864 -4.133 -0.1697
C -1.051 0.158 0.515 1.7798
C -0.577 -1.081 7.848 -1.6290
C 0.025 -5.565 -0.329 -0.8388
C 1.005 1.612 -2.092 0.6026
C -5.081 2.375 2.711 -1.7648
C 1.225 -3.208 -1.997 0.5055
C 5.014 2.102 2.338 0.2952
C -3.876 -1.775 4.976 -1.3265
C -1.713 0.770 -4.306 0.8275
C 4.162 -0.903 4.816 0.4161
C 1.499 2.979 3.445 -1.7794
C 4.652 -2.293 -5.379 -0.0951
C -1.093 0.104 -5.518 0.7935
C -0.296 1.180 -0.268 -0.0573
C 3.022 5.681 -2.460 -0.8498
C -3.272 -3.085 4.587 0.1707
C 1.552 1.756 4.337 1.1995
C -7.599 -2.063 1.335 1.7258
C -8.915 -2.142 2.110 -1.2181
C 0.050 3.229 7.406 -0.6700
C -2.536 -2.961 3.227 0.1067
C -5.727 2.850 0.367 -1.4317
C 2.630 -3.133 -1.441 -1.4774
C 0.861 4.424 -5.215 2.6225
C 0.124 5.221 0.140 -0.7579
C 8.798 -1.882 -2.088 -0.7470
C 3.867 0.996 0.577 0.1042
C 1.614 3.142 -5.531 -0.9521
C 0.639 1.894 5.553 -0.4663
C -8.467 -2.685 4.343 -0.5770
C 6.595 -2.389 -6.851 -0.9104
C 1.910 -4.130 9.566 -0.7325
C 6.299 0.800 -2.374 2.2300
C -7.300 -0.579 1.027 -1.1140
C 4.609 -2.171 4.264 0.1593
C -2.658 -4.360 -3.239 -0.7281
C -0.522 6.388 -0.563 0.4500
C -4.649 2.262 1.240 2.1762
C -4.074 -4.338 -3.859 0.2717
C 6.138 3.543 3.810 -0.7645
C 3.681 -1.748 -6.361 0.4719
C 5.210 1.385 1.057 0.0666
C -3.885 5.777 -1.328 -0.8179
H -1.441 1.580 -7.101 0.3100
H 6.947 0.459 1.623 0.3973
H 1.122 -4.195 -2.491 0.2894
H -5.862 3.883 0.691 0.3708
H -5.717 1.962 -2.796 0.2917
H 6.279 -1.374 -2.189 0.4543
H -2.155 3.977 -3.709 0.2683
H -3.641 -2.595 -4.938 0.0669
H 1.177 6.355 -4.335 0.3074
H 3.991 -2.063 -7.384 0.2505
H 4.365 3.009 2.153 0.5182
H 0.354 -2.271 -0.304 -0.8059
H -9.535 -1.500 1.544 0.4313
H 2.055 -0.028 3.311 -0.6980
H 3.081 -0.909 4.972 -0.6893
H -0.595 -0.038 7.528 0.1762
H -4.944 -4.884 -5.557 0.2985
H 5.731 -0.500 1.940 -0.0509
H 5.824 4.471 3.318 0.2944
H -2.737 0.410 -4.152 0.2731
H -0.841 -3.221 -1.159 -0.3906
H 2.359 3.272 -6.297 0.6341
H -0.270 -0.575 0.683 -0.3676
H 7.047 -0.745 -3.674 0.2568
H -3.413 -4.355 1.179 0.1845
H 0.072 4.235 -4.520 -1.4919
H -9.321 -3.156 2.060 0.5146
H 1.705 3.863 4.047 0.5734
H -4.816 -4.713 -3.154 0.3880
H -2.030 2.610 -2.458 0.0423
H -8.532 -2.224 5.336 0.2326
H -1.902 6.786 -2.157 0.5336
H 3.388 -3.124 -2.248 0.3731
H -6.973 -1.450 -5.601 0.3092
H -3.131 -0.994 5.150 0.0947
H 0.363 2.353 -2.539 -0.1619
H -4.588 5.320 -0.627 -0.0325
H 9.798 -1.840 -1.684 0.3006
H 8.174 -2.636 -1.588 0.2765
H 4.598 1.470 3.106 -0.5184
H 4.110 -3.554 2.758 0.5100
H 1.545 -1.996 -6.582 0.2434
H 2.828 -2.207 -0.875 0.1314
H -4.541 -1.888 5.803 0.5202
H 1.116 -4.886 9.588 0.3099
H -5.749 -0.783 -4.465 0.0601
H -5.231 -1.308 -6.026 0.2893
H -2.781 -3.927 -2.246 -0.1112
H -3.033 2.811 0.175 -0.6803
H 2.794 0.137 -7.051 0.4978
H 2.778 -4.506 8.954 0.2522
H -2.105 0.235 2.294 -0.1130
H 6.559 -1.362 4.186 0.2345
H 1.447 -1.317 7.309 0.2802
H 1.130 -2.462 5.313 -0.1188
H -9.134 -3.554 4.271 0.3322
H 6.238 -3.375 -7.135 0.3590
H -1.140 0.542 -3.407 -1.0408
H -4.279 -2.186 -3.266 0.1777
H 0.544 3.092 2.976 0.3252
H -3.911 6.840 -1.261 0.4318
H -2.819 0.445 -6.841 0.2778
H 7.110 3.658 4.296 0.3089
H 5.197 0.876 -4.221 0.3517
H 5.790 2.071 0.450 0.5551
H -4.515 1.199 1.033 -0.4880
H -6.465 1.202 -1.301 0.3016
H -4.573 -4.186 2.469 0.3582
H -2.865 0.566 -0.437 -0.9122
H 0.202 2.345 8.072 0.2498
H 8.775 -2.198 -3.147 0.2577
H 3.983 0.364 -0.322 -0.1004
H 3.438 4.980 -1.742 0.1534
H 6.431 -1.709 -7.696 0.3100
H -0.444 -1.673 -4.663 -0.0576
H 6.156 0.973 -1.306 -1.5048
H 1.589 1.119 -2.840 -0.5351
H 1.862 -4.851 2.918 0.2461
H 0.489 -1.380 -2.475 -0.2850
H -1.952 -3.758 -3.838 0.1175
H -1.073 -5.584 -0.533 0.2141
H -0.101 -3.795 7.949 0.4405
H 0.562 1.479 0.330 0.2238
H -0.081 0.454 -5.477 -0.2843
H 0.256 4.166 7.894 0.2945
H -4.743 1.093 -1.517 -0.0918
H 0.446 0.406 3.160 -0.3419
H -2.109 -3.956 3.052 0.1654
H -6.281 -0.384 0.625 0.0064
H -3.417 2.766 -3.664 0.1261
H 0.703 0.971 6.141 -0.3064
H 6.583 -2.945 3.838 0.2582
H 2.128 2.732 -4.693 -0.0587
H -3.556 4.010 1.135 0.5035
H -7.450 -3.071 4.156 0.1316
H 2.294 2.912 2.697 0.0080
H -6.073 1.938 2.789 0.4258
H 8.037 1.836 -2.227 0.3457
H 2.861 -3.998 -0.794 0.3778
H -5.079 3.420 3.002 0.3924
H 0.211 -6.245 0.487 0.2735
H -3.293 -5.052 -5.598 0.2334
H 0.519 -5.887 -1.245 0.2963
H 1.426 -3.798 7.153 0.4424
H 4.456 -1.950 -4.342 -0.6550
H 0.272 6.920 -1.124 0.3047
H -6.810 -2.572 1.910 -0.4900
H -1.520 -1.614 7.783 0.3135
H -0.936 2.072 -0.534 -0.7875
H 4.516 1.913 -2.953 -0.0018
H 3.249 1.832 0.278 0.2900
H -7.321 0.012 1.949 0.2370
H -8.162 -3.786 0.246 0.2309
H -4.547 -1.472 4.179 0.1632
H -4.066 -3.826 4.504 0.4547
H -0.303 -1.012 8.876 0.5231
H 1.513 -3.354 2.069 0.1429
H -0.418 1.959 5.217 0.4625
H 5.368 3.328 4.576 0.2610
H -1.325 -0.014 -7.614 0.6115
H -0.524 7.693 0.958 0.3158
H 2.565 6.480 -1.888 0.2118
H -8.013 -0.198 0.312 0.4309
H 0.928 2.416 -5.932 0.0065
H -1.864 6.844 0.938 0.2400
H 3.396 0.443 1.388 -0.6180
H 2.654 5.598 -5.009 0.4537
H 4.614 -2.922 5.043 0.3221
H 2.233 -3.922 10.622 0.2494
H -7.288 -2.764 -0.696 0.1541
H -2.298 -4.571 5.671 0.2802
H -0.161 5.916 -6.081 0.2959
H -1.017 3.230 7.142 0.2752
H 1.608 2.147 -1.359 -0.2309
H 1.597 -1.895 -3.587 -0.1544
H -4.791 -3.306 0.911 0.1602
H 0.619 -3.756 3.592 -0.0185
H -2.845 -1.017 0.305 -0.5417
H -6.672 2.283 0.545 0.4413
H 4.299 0.099 -2.898 -0.0391
H 3.219 0.046 -5.293 -0.1956
H 7.575 1.567 -3.726 0.3285
H 4.381 0.000 4.207 -0.3080
H 0.850 5.579 0.876 0.4900
H -0.651 4.694 0.724 0.0427
H -1.762 -2.231 3.379 -0.4986
H -1.436 -3.174 5.725 0.1432
H 7.635 -2.441 -6.675 0.2386
H 2.595 1.711 4.611 0.0749
H 2.319 -3.309 -6.054 0.2314
H -0.937 -1.795 -6.270 0.3108
H -2.437 -5.405 -3.098 0.3831
H 0.982 5.302 -7.035 0.2940
H 0.154 -1.235 5.263 -0.1719
H 0.597 4.565 -0.604 -0.0725
H 4.493 0.293 -6.530 0.4314
H -4.311 1.892 3.315 0.3214
H -4.121 5.557 -2.352 0.3061
H -1.077 5.167 -2.282 -0.3607
H -1.946 -0.722 -1.246 0.2262
H -1.884 1.617 1.562 -0.3469
H 4.673 -0.742 5.775 0.4477
H 3.408 -1.951 2.505 -0.2508
H 3.842 6.066 -3.085 0.3513
H 4.629 -3.392 -5.381 0.5714
```



Number 1: electronic energy -90824.3368 eV. Number 2: electronic energy -53724.1456 eV. Number 3: electronic energy -117951.9014 eV.